# 1
Entry from the Open Molecules 2025 dataset: a single C3H7NO molecule (wB97M-V/def2-TZVPD).

Geometry (Å):
C (-1.502, 0.037, -0.701)
O (-0.975, -1.293, -0.631)
C (0.219, -1.686, -0.187)
N (1.058, -0.763, 0.322)
C (1.051, 0.676, 0.628)
H (-1.568, 0.508, 0.283)
H (-0.917, 0.662, -1.382)
H (-2.510, -0.075, -1.106)
H (1.908, -1.219, 0.618)
H (2.039, 0.931, 1.020)
H (0.880, 1.290, -0.259)
H (0.315, 0.931, 1.395)

Summary:
Charge: 0
Energy relative to the best compared isomer or geometry (same formula, charge and spin) (kcal per mole): 72.5
Total energy (eV): -6759.60599
Molar mass (g mol⁻¹): 73.1
Spin multiplicity: 1


# 2
Entry from the Open Molecules 2025 dataset: a single C3H7NO molecule (wB97M-V/def2-TZVPD).

Geometry (Å):
O (-0.279, 1.062, 1.997)
C (-0.031, 0.049, 1.404)
C (0.379, 0.001, -0.047)
C (-0.531, -1.004, -0.772)
N (0.311, 1.320, -0.678)
H (-0.098, -0.927, 1.915)
H (1.402, -0.373, -0.128)
H (-0.223, -1.107, -1.806)
H (-1.565, -0.659, -0.753)
H (-0.493, -1.999, -0.318)
H (1.249, 1.678, -0.804)
H (-0.120, 1.959, -0.011)

Summary:
Charge: 0
Energy relative to the best compared isomer or geometry (same formula, charge and spin) (kcal per mole): 24.7
Total energy (eV): -6761.68090
Molar mass (g mol⁻¹): 73.1
Spin multiplicity: 1


# 3
Entry from the Open Molecules 2025 dataset: 2 unconnected molecules or ions with the total composition C3H7NO at a distorted geometry (wB97M-V/def2-TZVPD).

Geometry (Å):
C (-0.713, -3.161, -0.127)
N (-0.661, -1.981, -0.577)
H (-0.080, -3.985, -0.534)
H (-1.506, -3.406, 0.588)
H (-0.666, -1.848, -1.586)
O (0.058, 2.604, 1.068)
C (0.699, 2.172, 0.144)
C (0.622, 0.730, -0.272)
H (0.984, 2.741, -0.771)
H (-0.386, 0.408, -0.535)
H (1.191, 0.581, -1.208)
H (0.954, 0.073, 0.537)

Summary:
Charge: 0
Energy relative to the best compared isomer or geometry (same formula, charge and spin) (kcal per mole): 81.3
Total energy (eV): -6759.22297
Molar mass (g mol⁻¹): 73.1
Spin multiplicity: 1


# 4
Entry from the Open Molecules 2025 dataset: a single C3H7NO molecule at a distorted geometry (wB97M-V/def2-TZVPD).

Geometry (Å):
C (0.208, -1.590, -0.853)
N (-0.578, -0.844, 0.022)
C (-0.629, 0.586, 0.063)
C (0.724, 1.162, 0.617)
O (-0.144, -2.731, -1.051)
H (1.094, -1.075, -1.404)
H (-1.468, -1.337, 0.351)
H (-1.467, 0.956, 0.721)
H (-0.694, 1.045, -0.961)
H (1.120, 0.280, 1.332)
H (0.614, 2.001, 1.359)
H (1.218, 1.547, -0.197)

Summary:
Charge: 0
Energy relative to the best compared isomer or geometry (same formula, charge and spin) (kcal per mole): 36.3
Total energy (eV): -6761.17620
Molar mass (g mol⁻¹): 73.1
Spin multiplicity: 1


# 5
Entry from the Open Molecules 2025 dataset: a molecular structure, C3H7NO at a distorted geometry (wB97M-V/def2-TZVPD).

Geometry (Å):
C (0.622, 0.139, 1.285)
C (0.438, 0.960, 0.010)
N (-0.421, 0.125, -0.820)
C (-1.479, -0.536, -0.321)
O (-2.126, -0.254, 0.684)
H (1.058, 0.739, 2.086)
H (1.397, -0.653, 1.059)
H (-0.694, -0.052, 1.605)
H (1.315, 1.237, -0.601)
H (-0.077, 1.888, 0.266)
H (-0.162, -0.133, -1.755)
H (-1.774, -1.380, -0.948)

Summary:
Charge: 0
Energy relative to the best compared isomer or geometry (same formula, charge and spin) (kcal per mole): 46.0
Total energy (eV): -6760.75477
Molar mass (g mol⁻¹): 73.1
Spin multiplicity: 1


# 6
Entry from the Open Molecules 2025 dataset: a single C3H7NO molecule (wB97M-V/def2-TZVPD).

Geometry (Å):
C (-1.821, -0.409, -0.298)
N (-0.579, -0.011, 0.327)
C (0.580, -0.022, -0.386)
O (0.610, -0.360, -1.558)
C (1.813, 0.436, 0.367)
H (-1.772, -1.465, -0.585)
H (-2.006, 0.179, -1.203)
H (-2.629, -0.252, 0.419)
H (-0.581, 0.241, 1.301)
H (2.012, 1.492, 0.151)
H (2.661, -0.152, 0.013)
H (1.711, 0.322, 1.451)

Summary:
Charge: 0
Energy relative to the best compared isomer or geometry (same formula, charge and spin) (kcal per mole): 5.1
Total energy (eV): -6762.53073
Molar mass (g mol⁻¹): 73.1
Spin multiplicity: 1


Computed HOMO-LUMO gap (Eh) in order:
0.3313; 0.3886; 0.3653; 0.3856; 0.3814; 0.3896